Record 1
{
  "formula": "C24H48F6O13V",
  "method": "ωB97M-V with the def2-TZVPD basis set",
  "energy_ev": -94272.983,
  "spin_multiplicity": 3,
  "homo_ev": [-1.065, -4.587],
  "total_charge": -1,
  "homo_lumo_gap_ha": [0.12805, 0.25736],
  "species": ["V", "F", "F", "F", "F", "F", "F", "O", "O", "O", "O", "O", "O", "O", "O", "O", "O", "O", "O", "O", "C", "C", "C", "C", "C", "C", "C", "C", "C", "C", "C", "C", "C", "C", "C", "C", "C", "C", "C", "C", "C", "C", "C", "C", "H", "H", "H", "H", "H", "H", "H", "H", "H", "H", "H", "H", "H", "H", "H", "H", "H", "H", "H", "H", "H", "H", "H", "H", "H", "H", "H", "H", "H", "H", "H", "H", "H", "H", "H", "H", "H", "H", "H", "H", "H", "H", "H", "H", "H", "H", "H", "H"],
  "positions_angstrom": [[1.39, 0.05, 0.10], [4.80, -1.76, 3.17], [3.91, -0.14, 4.34], [3.86, -2.19, 4.96], [3.00, 0.16, -4.47], [1.30, 1.04, -5.47], [2.56, 2.26, -4.21], [1.29, 1.11, -1.80], [-2.07, 1.37, -0.56], [-5.41, 5.55, -1.87], [-0.36, -3.40, 0.22], [0.00, -0.59, 0.09], [0.82, -0.74, -2.91], [2.92, -1.31, -0.78], [1.05, 1.90, 1.34], [3.32, 1.17, 0.32], [1.28, -1.69, 3.95], [0.00, -5.40, 1.38], [-4.39, 3.00, -0.45], [1.99, -0.96, 1.97], [-5.67, 5.13, -0.55], [-1.26, -3.57, 2.39], [-0.51, -4.15, 1.21], [-0.22, -2.80, -3.41], [-2.71, 0.19, -1.05], [2.82, -2.60, -1.46], [0.74, -5.90, 0.28], [-5.69, 3.60, -0.48], [4.50, 0.38, 0.09], [2.39, -1.65, 3.11], [0.22, -1.46, -3.98], [-0.23, 2.43, 1.75], [2.00, 1.05, -4.35], [4.17, -0.75, -0.93], [-0.18, -6.54, -0.74], [-5.28, 6.94, -2.10], [2.08, 2.85, 1.54], [-3.61, 3.01, -1.67], [1.04, -0.56, 4.85], [3.74, -1.39, 3.87], [-2.19, 2.55, -1.37], [1.05, 0.68, -3.12], [3.42, 2.14, 1.34], [-0.32, -0.85, 5.49], [4.97, -1.48, -0.77], [-0.07, 3.00, 2.67], [-0.98, 1.66, 1.88], [2.07, 3.21, 2.57], [-1.74, -4.40, 2.90], [0.09, 1.08, -3.45], [-3.52, 3.99, -2.13], [-0.30, -1.58, 6.30], [2.54, -2.70, 2.85], [0.33, -7.31, -1.32], [4.86, -0.03, 1.04], [-6.21, 3.34, 0.44], [-0.55, -3.14, 3.11], [5.30, 1.03, -0.27], [1.40, -5.12, -0.09], [-0.70, -1.00, -4.37], [3.01, -2.44, -2.52], [-1.58, 3.37, -0.99], [1.03, 0.42, 4.38], [3.55, -3.30, -1.05], [4.29, 2.79, 1.17], [-1.10, -1.13, 4.79], [-2.31, -0.01, -2.04], [-2.49, -0.74, -0.52], [-4.43, 7.30, -1.52], [-6.28, 3.15, -1.27], [1.83, -3.05, -1.34], [3.51, 1.69, 2.33], [-0.54, -5.77, -1.42], [1.93, 3.67, 0.84], [-3.79, 0.15, -1.08], [-6.19, 7.40, -1.72], [-5.11, 7.18, -3.14], [1.40, -6.67, 0.69], [-0.92, -3.25, -4.11], [4.39, -0.41, -1.94], [-2.04, -2.86, 2.10], [-1.73, 2.24, -2.31], [-6.63, 5.49, -0.19], [0.90, -1.63, -4.81], [-0.77, -2.63, -2.48], [-0.70, 0.06, 5.96], [-4.11, 2.47, -2.47], [-1.04, -6.96, -0.24], [0.60, -3.49, -3.20], [-0.57, 3.07, 0.94], [1.79, -0.48, 5.65], [-4.97, 5.61, 0.14]]
}

Record 2
{
  "formula": "C24H48FNO14S4",
  "method": "ωB97M-V with the def2-TZVPD basis set",
  "energy_ev": -101866.079,
  "homo_ev": -7.374,
  "e_above_lowest_ev": 2.357,
  "homo_lumo_gap_ha": 0.26389,
  "species": ["S", "S", "S", "S", "F", "O", "O", "O", "O", "O", "O", "O", "O", "O", "O", "O", "O", "O", "O", "N", "C", "C", "C", "C", "C", "C", "C", "C", "C", "C", "C", "C", "C", "C", "C", "C", "C", "C", "C", "C", "C", "C", "C", "C", "H", "H", "H", "H", "H", "H", "H", "H", "H", "H", "H", "H", "H", "H", "H", "H", "H", "H", "H", "H", "H", "H", "H", "H", "H", "H", "H", "H", "H", "H", "H", "H", "H", "H", "H", "H", "H", "H", "H", "H", "H", "H", "H", "H", "H", "H", "H", "H"],
  "positions_angstrom": [[0.86, -0.16, 3.88], [-1.46, -2.79, 0.93], [2.76, -1.83, -0.67], [-1.33, 3.44, -3.54], [0.96, 3.19, 1.91], [-0.50, 0.28, 3.84], [4.98, 3.45, 0.43], [2.06, -0.55, -0.48], [-4.28, 0.22, -2.22], [-1.97, -2.05, 2.06], [1.52, -0.58, 2.69], [5.24, 3.56, -1.70], [7.06, 3.53, -0.39], [-2.93, -0.12, -0.65], [3.59, -2.27, 0.25], [-0.79, -2.19, -0.17], [-0.42, 4.09, -4.47], [-0.86, 2.43, -2.62], [-2.10, -0.15, -2.63], [-0.26, 0.94, 0.43], [3.93, -1.55, -1.94], [3.63, 3.45, 0.08], [2.92, -3.85, -2.18], [-2.53, 2.62, -4.65], [-3.06, -0.05, -1.90], [-3.71, 3.55, -2.75], [3.19, 2.23, -2.30], [-0.56, -4.20, 1.61], [1.87, 0.95, 4.67], [3.83, 3.42, -1.53], [4.21, -3.08, -2.28], [-4.12, 0.26, 0.16], [0.97, -1.53, 5.04], [-2.82, -3.81, 0.37], [-1.60, -5.38, 1.80], [1.58, -0.92, 6.27], [-5.20, 0.18, -1.20], [-3.02, -4.75, 1.50], [-3.81, 3.11, -4.20], [1.87, -2.98, -1.56], [5.82, 3.62, -0.54], [-4.08, 1.60, 0.96], [2.50, 0.22, 5.82], [-2.32, 4.52, -2.68], [-4.30, 3.99, -4.83], [-3.60, 2.92, -2.19], [-0.14, -3.85, 2.53], [3.39, 4.35, -1.83], [-3.58, -3.32, 0.02], [3.55, 2.45, -3.30], [2.67, 1.46, 4.03], [-2.16, 3.09, -5.60], [-0.80, 1.84, 0.25], [1.35, -3.79, -0.68], [-5.84, -0.73, -1.34], [-0.05, -1.88, 5.26], [-2.49, 1.50, -4.61], [4.78, -1.00, -1.54], [-5.62, 1.13, -1.28], [0.21, -4.60, 0.93], [-3.40, 1.33, 1.82], [3.56, -1.08, -2.72], [2.13, 2.26, -2.53], [-1.54, -6.22, 1.08], [3.23, 4.48, 0.61], [3.31, -0.26, 5.40], [-3.57, -4.10, 2.33], [3.53, 1.34, -1.74], [0.67, 1.33, 0.44], [4.98, -3.26, -3.07], [-4.87, 1.70, 1.60], [-1.79, -5.74, 2.69], [-2.30, -4.33, -0.54], [0.67, -0.61, 6.81], [-4.44, 4.24, -2.44], [-4.02, 2.57, 0.46], [-0.33, 0.31, -0.47], [-4.53, 2.32, -4.28], [3.04, 0.79, 6.48], [3.20, 2.55, 0.12], [-2.45, 5.50, -3.00], [1.18, 1.72, 4.93], [-2.00, 4.73, -1.63], [-0.40, 0.52, 1.33], [1.18, -2.62, -2.10], [2.53, -4.17, -3.18], [1.48, -2.38, 4.66], [4.72, -3.67, -1.57], [-3.44, -5.78, 1.12], [-4.46, -0.70, 0.88], [3.10, -4.71, -1.57], [2.06, -1.72, 6.87]]
}

Record 3
{
  "formula": "C24H48IN2O5P2",
  "method": "ωB97M-V with the def2-TZVPD basis set",
  "energy_ev": -65560.322,
  "spin_multiplicity": 3,
  "homo_ev": [-4.004, -4.004],
  "total_charge": -1,
  "homo_lumo_gap_ha": [0.20486, 0.17708],
  "species": ["I", "P", "P", "O", "O", "O", "O", "O", "N", "N", "C", "C", "C", "C", "C", "C", "C", "C", "C", "C", "C", "C", "C", "C", "C", "C", "C", "C", "C", "C", "C", "C", "C", "C", "H", "H", "H", "H", "H", "H", "H", "H", "H", "H", "H", "H", "H", "H", "H", "H", "H", "H", "H", "H", "H", "H", "H", "H", "H", "H", "H", "H", "H", "H", "H", "H", "H", "H", "H", "H", "H", "H", "H", "H", "H", "H", "H", "H", "H", "H", "H", "H"],
  "positions_angstrom": [[-5.23, 8.87, 2.99], [-3.57, 8.29, 1.26], [-4.44, 6.96, -0.26], [-3.16, 9.66, 0.32], [3.46, -2.80, 0.59], [-6.38, 7.67, -2.10], [-2.15, 1.00, -0.07], [-6.76, 8.47, -0.10], [-1.99, -0.18, 0.52], [4.19, -3.27, -0.42], [6.37, -3.36, 0.84], [-0.35, -1.13, -1.14], [2.61, -5.22, -0.23], [0.42, 0.51, 0.58], [4.07, -4.76, -0.39], [5.56, -2.69, -0.29], [-0.58, -0.62, 0.29], [-1.34, 5.64, 0.13], [-3.65, 4.30, 0.12], [-3.08, -1.07, 0.01], [-2.80, -1.56, -1.43], [5.53, -1.17, -0.04], [-0.18, -1.72, 1.29], [-2.24, 4.55, 0.84], [-6.04, 7.79, -0.85], [6.34, -2.81, -1.62], [6.35, -4.88, 0.74], [-1.40, -2.15, -1.58], [-4.77, 5.33, 0.62], [-6.22, 4.76, 0.37], [-3.27, -2.29, 0.94], [4.48, -5.37, -1.75], [-4.46, -0.39, 0.05], [4.92, -5.40, 0.73], [-6.27, 4.26, -0.63], [0.28, 0.91, 1.59], [-1.23, -2.42, -2.63], [0.35, 1.34, -0.12], [-1.58, 5.78, -0.95], [-2.34, 4.77, 1.93], [5.55, -5.49, -1.87], [-4.01, -2.98, 0.51], [-0.50, -2.72, 1.00], [4.09, -4.78, -2.58], [-1.67, 3.58, 0.78], [-7.02, 5.53, 0.49], [-6.46, 3.96, 1.13], [5.96, -3.07, 1.82], [-3.65, -1.98, 1.91], [7.40, -3.00, 0.82], [-2.39, -2.89, 1.10], [2.53, -6.31, -0.32], [-4.54, 0.44, -0.65], [7.36, -2.45, -1.48], [0.64, -1.59, -1.22], [4.95, -0.66, -0.82], [-2.99, 10.42, 0.90], [6.90, -5.21, -0.15], [-0.36, -0.29, -1.85], [-3.54, -2.31, -1.72], [6.54, -0.76, -0.06], [5.10, -0.91, 0.93], [6.89, -5.31, 1.59], [-5.24, -1.11, -0.23], [4.47, -5.20, 1.70], [-0.28, 5.28, 0.21], [-4.65, 5.49, 1.73], [1.97, -4.78, -1.00], [-3.97, 3.24, 0.32], [-1.35, 6.63, 0.65], [6.43, -3.81, -2.01], [5.87, -2.19, -2.39], [-4.69, -0.02, 1.05], [-3.55, 4.47, -0.98], [-2.92, -0.73, -2.13], [4.08, -6.38, -1.86], [-1.31, -3.07, -1.01], [-0.55, -1.50, 2.29], [4.93, -6.49, 0.61], [2.19, -4.97, 0.75], [0.91, -1.80, 1.37], [1.45, 0.14, 0.51]]
}